ORCA calculation (ωB97M-V/def2-TZVPD) on an isolated ion of composition C6H13N2O3S and charge +1.

```
25
Properties=species:S:1:pos:R:3:forces:R:3
C -0.8475 0.7541 -0.5264 1.0389 -3.2499 -0.7037
C 1.5623 0.5380 0.8022 1.6601 -2.9737 2.4870
C 1.6860 -0.4372 -0.3192 -2.4667 4.5357 -1.4179
C 0.3341 -0.1634 0.3635 -3.0532 1.1984 -1.7454
C 1.9160 0.1838 -1.7055 0.2976 -1.8378 -0.3446
C -1.1643 -1.3346 2.7143 -2.9427 -3.4573 -3.4714
N -0.8391 2.0662 -0.6367 -1.7539 -0.2308 -1.1481
N -1.6517 -0.0089 -1.2897 -0.1459 0.9286 0.6533
O 0.7049 -2.5550 1.2114 -0.2705 0.0250 0.1771
O -1.4304 -2.1085 0.1256 -2.5402 -0.9963 -1.5900
O -1.8713 2.7886 -1.3318 0.3985 -1.4984 3.1615
S -0.4432 -1.7124 1.0300 3.9753 0.9059 3.9605
H 2.1357 0.2310 1.7377 -1.3376 0.5609 -1.0392
H 1.7459 1.4953 0.4853 0.0078 2.4035 -0.3305
H 2.1457 -1.3193 -0.1142 0.8737 -2.5467 0.4089
H 2.9194 -0.2024 -1.8460 0.4826 0.5876 -0.7962
H 1.8766 1.2698 -1.9319 -0.0973 -0.6582 0.8433
H 1.3185 -0.3697 -2.4528 0.1223 0.4007 0.1982
H -1.7146 -0.4774 2.4678 -1.1262 1.3157 0.2521
H -1.8920 -2.2435 2.9684 1.6404 2.0000 -0.6590
H -0.4716 -1.1924 3.4373 2.4236 0.3716 1.9519
H -0.2804 2.6643 -0.1048 0.9310 0.8727 1.0649
H -1.6241 -1.0443 -1.1630 0.0768 1.0750 0.1184
H -2.5255 0.3516 -1.7061 0.9514 0.1120 0.2676
H -1.5894 2.8263 -2.2154 0.8542 0.1559 -2.2989
```
Forces are in eV/Å.

Output
SMILES string   C[C@H]1C[C@]1(C(=[NH2+])NO)S(C)(=O)=O
Gap between HOMO and LUMO   10.8314 eV
Spin multiplicity   1
Largest force on an atom   5.72 eV Å⁻¹
Energy   -969.4387 hartree
Net charge   +1
HOMO level   -14.381 eV

***

ORCA calculation (ωB97M-V/def2-TZVPD) on C16H19BIrN6S as an isolated structure.

```
44
Properties=species:S:1:pos:R:3:forces:R:3
H 2.1194 3.9930 -0.1282 -0.3228 -0.6375 -0.4490
N 1.4842 2.0971 -1.0596 -2.2844 3.0339 -1.1479
B 0.0998 0.4669 -2.6624 1.1281 -0.0164 -0.8661
N 0.6493 1.8180 -2.1504 0.3284 1.3903 0.1471
C 0.3767 2.9879 -2.7703 -0.0386 -0.4027 1.2707
Ir 2.4038 0.7830 0.0337 0.4137 -0.3156 -0.2860
H -0.2170 3.0165 -3.6663 -0.0352 -0.0419 -0.0994
C 0.8799 4.0399 -2.0190 0.2117 0.1288 0.5844
H 0.7000 5.0795 -2.2318 0.2592 0.0627 0.0056
C 1.5564 3.4838 -0.9242 -0.6318 -1.1096 -1.8200
H 0.1469 0.5430 -3.8773 -0.3439 -0.1060 0.4264
C -1.9786 -2.2354 2.5534 1.2799 -0.3595 -0.3653
H -1.3777 -2.4701 3.4372 -0.0953 -0.0916 -0.2929
H -1.5345 -1.3767 2.0369 -0.0852 -0.1850 0.0455
H -2.0144 -3.1045 1.8896 0.0707 0.1674 0.1364
N -1.5036 0.0980 -2.4309 -0.7074 -0.2022 -1.5727
N 1.2179 -0.5905 -2.3210 0.8284 -1.1106 0.1459
N -2.1956 0.0509 -1.2262 -0.2099 -0.5147 -0.0509
N 2.1324 -0.6286 -1.2539 -0.8459 -3.3008 -1.8535
C -2.3983 -0.1902 -3.4359 3.8641 1.0920 0.7910
C 1.5103 -1.6323 -3.1290 -0.6294 0.1079 0.7801
H -2.1075 -0.1882 -4.4757 0.0875 0.0771 0.0117
H 0.9275 -1.8035 -4.0282 0.2456 0.0980 0.1223
C -3.6387 -0.4736 -2.8755 -1.3207 -0.3531 2.3388
C 2.4933 -2.4265 -2.5594 0.5069 -0.3342 0.5023
C -3.4383 -0.3776 -1.4810 0.1894 -0.0682 -0.5794
C 2.8712 -1.8122 -1.3562 -1.2089 0.9830 -1.6628
H -4.5604 -0.6931 -3.3677 -0.2629 -0.1255 -0.3377
H 2.8623 -3.3637 -2.9748 -0.0245 0.4379 0.2061
H -4.1335 -0.6347 -0.6878 0.1696 0.3936 -0.1177
H 3.6538 -2.1290 -0.6483 -0.6791 0.5494 -0.3112
H -2.9539 -2.0021 2.8736 -1.2635 0.3495 0.3384
S 2.8858 0.7862 2.0707 0.2363 0.2366 5.0197
C 1.4748 0.3137 3.0592 0.9448 -0.2648 -1.3982
C 1.5635 -0.8654 3.8227 -0.2657 -0.6197 1.1450
C 0.5689 -1.1837 4.7437 1.2531 0.0430 -0.2913
C -0.5439 -0.3451 4.8769 0.0268 0.1223 0.1210
C -0.7457 0.6917 3.9582 0.6188 0.9003 -0.5998
C 0.2760 1.0492 3.0641 -1.4564 0.2228 0.4861
H 2.4677 -1.4616 3.7662 -0.1280 -0.0034 -0.0292
H 0.7259 -2.0364 5.4054 -0.1781 0.2492 -0.1741
H -1.2171 -0.4542 5.7294 0.0028 -0.1900 -0.4381
H -1.6730 1.2677 4.0142 0.4371 -0.0716 -0.0909
H 0.1841 1.9132 2.4059 -0.0851 -0.2209 0.2097
```
Forces are in eV/Å.

Output
Gap between HOMO and LUMO (spin up / spin down)   7.2522 / 5.0077 eV
Spin multiplicity   6
Largest force on an atom   5.03 eV Å⁻¹
Energy   -1476.2292 hartree
Net charge   +2
HOMO level (spin up / spin down)   -12.945 / -15.142 eV

***

ORCA calculation (ωB97M-V/def2-TZVPD) on an isolated ion of composition C7H14N4 and charge +2.

```
25
Properties=species:S:1:pos:R:3:forces:R:3
C 2.2148 -0.2156 -0.0196 0.9883 -1.0755 1.0427
C 1.2411 0.7143 -0.0507 -2.4524 -0.3116 -1.4971
C 2.2348 -1.6007 0.0870 -0.1895 0.5941 -1.7482
C -0.0583 0.6683 -0.7430 1.5682 -0.5231 2.3508
C 1.2369 -2.4469 0.5857 0.0656 -2.0695 -0.7758
C 0.0170 -1.9252 1.1530 -1.8750 -0.5814 -0.4309
C -1.3012 2.3867 0.5890 1.9561 0.2158 0.2479
N -0.8759 1.8241 -0.5484 -1.1594 1.1270 -1.5695
N -2.0936 3.4176 0.7188 -0.2622 -0.1765 -0.1941
N -1.3677 -0.6250 -2.1426 -4.2166 -1.2038 -2.9468
N -0.4048 -0.4290 -1.3719 1.3497 1.2647 0.2850
H 3.1963 0.2116 0.1071 0.4766 0.1591 -0.1232
H 1.5246 1.6774 0.2859 0.2144 1.0365 0.1096
H 3.0865 -2.0798 -0.3330 1.0456 -0.3192 0.2212
H 1.0476 -3.3287 -0.0794 0.0273 0.7238 -0.8811
H 1.6793 -3.2464 1.1863 0.7491 0.2821 1.0728
H -0.4449 -2.7203 1.6955 -0.7082 -0.4084 0.3379
H 0.2428 -1.1920 1.8465 0.3094 1.7646 1.5221
H -0.7090 2.1399 1.5173 -1.2821 -0.5062 -0.8312
H -1.0703 2.2885 -1.4501 -0.4829 -0.0147 0.7989
H -2.4045 3.6743 1.6354 0.2955 0.0947 0.6911
H -2.5649 3.9840 0.0242 0.1562 -0.4963 -0.6306
H -2.2149 -0.0912 -2.5703 2.0617 0.3522 1.8899
H -1.5296 -1.5700 -2.5373 1.1899 0.4531 0.6473
H -0.6820 -1.5160 0.4145 0.1747 -0.3812 0.4114
```
Forces are in eV/Å.

Output
SMILES string   CC/C=C\C=C(/N=[NH2+])NC=[NH2+]
Gap between HOMO and LUMO (spin up / spin down)   7.3448 / 7.3470 eV
Spin multiplicity   1
Largest force on an atom   5.28 eV Å⁻¹
Energy   -493.4012 hartree
Net charge   +2
HOMO level (spin up / spin down)   -16.364 / -16.365 eV

***

ORCA calculation (ωB97M-V/def2-TZVPD) on C7H4NO5Ru as an isolated structure.

```
18
Properties=species:S:1:pos:R:3:forces:R:3
O 1.3340 1.6703 3.7520 0.0508 -1.2543 -1.8020
C 1.4997 1.0300 2.7860 -0.9751 0.3934 0.7991
Ru 0.0691 0.2038 -1.0139 5.2389 -0.9660 0.3678
O -1.2557 -1.2001 1.4897 2.0170 1.7364 -4.2643
C -0.6812 -0.7587 0.5789 -3.0456 -3.4901 7.5745
C -0.8939 -0.9802 -2.0228 -6.4363 -6.8185 -6.7944
O -1.5823 -1.6531 -2.6895 3.3501 2.9730 3.1654
C 0.7356 1.2608 -2.6119 4.5652 5.0354 -5.7640
O 1.1994 1.9770 -3.4082 -2.8105 -3.6526 3.8843
C -0.9764 1.6547 -0.4294 -6.0062 7.6294 3.5279
O -1.7205 2.4616 -0.0542 3.1478 -3.2019 -1.5378
H 0.6053 0.3896 2.1503 1.1093 1.0312 1.1027
C 3.0775 -3.7136 0.0767 -0.1268 0.0504 0.0628
C 2.2694 -2.5441 -0.1580 0.2156 0.0769 0.0269
N 1.6921 -1.5736 -0.3675 -0.6104 0.8494 -0.3387
H 2.4659 -4.4671 0.5895 0.2881 0.0578 -0.1140
H 3.9257 -3.3949 0.6958 -0.0825 -0.2822 -0.1279
H 3.4062 -4.0661 -0.9060 0.1106 -0.1678 0.2317
```
Forces are in eV/Å.

Output
Gap between HOMO and LUMO (spin up / spin down)   5.6866 / 6.1400 eV
Spin multiplicity   6
Largest force on an atom   11.58 eV Å⁻¹
Energy   -794.0054 hartree
Net charge   +2
HOMO level (spin up / spin down)   -14.734 / -19.903 eV

***

ORCA calculation (ωB97M-V/def2-TZVPD) on C2H7NO3S2 as an isolated structure.

```
15
Properties=species:S:1:pos:R:3:forces:R:3
C 2.0056 0.3752 0.1278 3.2459 1.0758 -0.2308
C -0.6039 -1.0149 0.3256 -3.7879 2.8912 -1.2066
N 0.8022 0.3723 0.8975 0.3212 1.3596 0.1161
O -1.9459 -0.1766 -1.8074 -1.6277 0.9826 -3.2915
O -3.1327 0.2331 0.2578 1.5565 -0.2365 -0.8343
O -1.1864 1.5702 -0.3299 0.3485 0.4531 -0.5221
S 0.0989 -1.9218 -0.8165 1.7602 -2.5312 -2.0481
S -1.8304 0.2791 -0.4074 -1.8385 0.6048 6.9413
H 2.9603 0.2771 0.7661 -1.5668 -0.4027 -0.7320
H 2.0570 -0.3785 -0.7160 -0.1020 1.0026 1.2177
H 2.1892 1.4142 -0.2818 -0.5068 -1.0736 0.0118
H -0.9433 -1.3959 1.2233 -0.8712 -0.7780 1.7226
H 0.0964 1.0672 0.5756 0.7381 -0.2139 0.4618
H 0.7791 0.1886 1.8845 0.4959 -0.0233 0.0795
H -1.3462 -0.8894 -1.6992 1.8344 -3.1104 -1.6854
```
Forces are in eV/Å.

Output
Gap between HOMO and LUMO (spin up / spin down)   6.9924 / 6.1210 eV
Spin multiplicity   3
Largest force on an atom   7.21 eV Å⁻¹
Energy   -1157.0343 hartree
HOMO level (spin up / spin down)   -6.475 / -9.453 eV

***

ORCA calculation (ωB97M-V/def2-TZVPD) on one molecule with the formula C16H23N3OS.

```
44
Properties=species:S:1:pos:R:3:forces:R:3
C -0.5349 1.6888 -4.7395 -2.3417 1.3333 -1.2623
C -0.1842 1.7341 -3.2026 -1.2030 -1.0617 -3.1645
C -1.0530 0.8641 -2.2643 -5.5008 -1.0995 -13.4034
O -2.0283 0.2719 -2.7643 1.4233 -0.4870 0.2412
N -0.9808 1.1714 -1.1118 10.7191 7.6147 2.4284
N -1.4819 0.6787 -0.1672 -5.9879 -4.5579 10.6334
C -1.1358 0.9341 1.0443 -4.6462 -5.7773 0.7310
C -2.1417 -0.0530 2.0556 3.8659 5.0124 1.4041
H -2.8567 -0.6320 1.5024 -0.3150 0.1673 -0.0696
C -1.2642 -0.8208 3.0685 10.5128 2.9049 -14.7202
N 0.0191 -0.2558 3.6157 -2.4625 3.5882 0.9401
C -0.5486 0.6268 4.6156 -1.1971 2.4013 3.0174
H 0.1241 1.2183 5.2170 1.4237 0.1359 -0.2866
H -1.0237 0.1342 5.5007 -0.1149 -0.4414 -1.1503
H -1.2900 1.5172 4.3760 0.9164 -1.9167 -0.4785
C 0.7949 0.6028 2.6373 -1.0014 -4.4600 -0.9366
C -0.0996 1.5984 1.7681 8.4405 -7.7649 -9.0345
H 0.7168 1.9181 0.9624 -1.6481 0.4731 1.8602
H -0.3831 2.1714 2.3862 -3.9323 8.8866 7.6710
H 1.6360 1.0743 3.1934 -0.6871 -0.2054 -0.6708
H 1.1088 -0.3649 2.0297 0.3314 2.7542 0.2214
H -1.6633 -1.2350 3.7143 -7.2056 -6.7719 11.1673
H -0.6629 -1.6961 2.4457 -2.2322 1.3757 0.9322
H -2.4223 0.8851 2.6623 -1.3221 -1.6583 -0.7243
H 0.0317 1.4090 -0.9409 -0.4409 1.0027 -0.1407
H -0.1286 2.7633 -2.9644 -0.6319 1.1609 0.8789
S 1.4463 1.3170 -3.0981 4.2345 -2.1557 0.7312
C 1.4865 -0.7836 -3.2039 -3.9394 6.2443 -4.8558
C 1.3560 -1.1866 -1.9584 -8.0173 -5.3852 5.2143
C 0.1423 -1.8660 -1.4641 0.5851 -1.0058 -1.7689
C 0.0872 -2.6804 -0.2737 8.2070 7.6246 -12.5638
C 1.0346 -2.6201 0.5236 11.1352 0.0171 7.6898
C 2.3390 -1.9186 0.2361 -2.2028 -0.1576 -1.5420
C 2.2740 -1.1916 -1.0530 7.9757 -0.7892 6.2842
H 3.2380 -0.6999 -1.3541 -0.6813 -0.3390 0.4798
H 3.3124 -2.0093 0.9164 -2.5424 0.4748 -1.7187
H 0.9659 -3.1828 1.5295 0.2060 0.9652 -1.5686
H -0.6607 -2.8953 0.0563 -15.5944 -5.3500 5.6316
H -0.6905 -1.9649 -2.1803 0.2584 0.3301 0.5092
H 0.7043 -0.8551 -3.9556 -0.2317 -0.7527 0.3897
H 2.3577 -0.8089 -3.6493 4.5934 -0.5853 -2.0403
H -0.4019 0.7202 -5.2097 -0.5199 -0.5187 0.4833
H -1.5773 2.1283 -5.0106 1.2458 -1.3139 0.9001
H 0.0382 2.2931 -5.4913 0.5257 0.0877 1.6606
```
Forces are in eV/Å.

Output
SMILES string   C[C@H](SCc1ccccc1)C(=O)NN=C1CCN(C)CC1
Gap between HOMO and LUMO   8.6162 eV
Spin multiplicity   1
Largest force on an atom   18.32 eV Å⁻¹
Energy   -1260.6215 hartree
HOMO level   -8.378 eV